(1)
{
  "formula": "C41H54N5ORuSi2",
  "method": "the ωB97M-V functional and the def2-TZVPD basis",
  "species": ["Ru", "C", "N", "C", "C", "C", "C", "C", "C", "C", "N", "C", "C", "C", "C", "C", "C", "N", "C", "C", "H", "H", "H", "H", "H", "H", "H", "H", "H", "H", "H", "H", "H", "H", "H", "H", "H", "H", "H", "H", "C", "C", "C", "C", "C", "C", "N", "N", "Si", "C", "C", "C", "H", "H", "H", "H", "H", "H", "H", "H", "H", "H", "H", "H", "H", "H", "H", "C", "C", "C", "C", "Si", "O", "C", "C", "C", "C", "C", "C", "C", "C", "C", "C", "C", "C", "H", "H", "H", "H", "H", "H", "H", "H", "H", "H", "H", "H", "H", "H", "H", "H", "H", "H", "H"],
  "coordinates": [[-0.546161, -0.963184, -0.674719], [0.692244, -3.208882, 0.999775], [-0.747291, -2.998324, 0.840001], [-1.422106, -4.217516, 0.410241], [-1.323066, -2.510472, 2.071035], [-1.162638, -3.193708, 3.262277], [-1.658920, -2.683470, 4.450343], [-2.259885, -1.434968, 4.440008], [-2.454735, -0.752485, 3.259919], [-2.057109, -1.298903, 2.019307], [-2.250071, -0.739160, 0.794237], [-3.190928, 0.195141, 0.513485], [-4.335450, 0.428635, 1.310172], [-5.206276, 1.459463, 1.036303], [-4.982840, 2.296600, -0.046552], [-3.945583, 2.007762, -0.920015], [-3.081075, 0.950794, -0.689406], [-2.195472, 0.479578, -1.726798], [-1.386599, 1.495876, -2.393834], [-3.001035, -0.255452, -2.701339], [0.910774, -3.975629, 1.756531], [1.153192, -2.260983, 1.296899], [1.122235, -3.523334, 0.048180], [-1.266110, -5.045630, 1.117136], [-1.042070, -4.520620, -0.563152], [-2.491547, -4.024732, 0.325473], [-0.651723, -4.146479, 3.271111], [-1.565582, -3.245723, 5.366986], [-2.594424, -0.993971, 5.366969], [-2.889258, 0.233267, 3.296281], [-4.546951, -0.245336, 2.128323], [-6.070686, 1.609215, 1.668200], [-5.644516, 3.128257, -0.246119], [-3.834079, 2.603793, -1.814547], [-2.002878, 2.205124, -2.962513], [-0.707092, 0.993788, -3.087973], [-0.794834, 2.037547, -1.656507], [-3.602617, 0.433678, -3.310437], [-3.683189, -0.919658, -2.174658], [-2.351040, -0.842252, -3.351724], [-3.066279, -3.706526, -2.604743], [-1.601644, -3.720456, -2.918011], [-1.077937, -4.730721, -3.714659], [0.296498, -4.764241, -3.935345], [1.093055, -3.801683, -3.371171], [0.501176, -2.767110, -2.606634], [-0.842877, -2.758667, -2.404893], [1.151352, -1.771564, -2.014889], [2.783566, -1.250055, -2.204039], [2.791180, 0.064014, -3.600602], [3.285566, -0.619115, -0.481082], [4.135083, -2.521838, -2.684010], [-3.406588, -4.717125, -2.384576], [-3.632957, -3.334550, -3.458221], [-3.246800, -3.060534, -1.749659], [-1.724292, -5.483413, -4.135298], [0.733906, -5.546520, -4.542104], [2.160025, -3.823707, -3.480943], [2.004207, 0.797056, -3.450338], [2.629899, -0.389378, -4.576504], [3.736464, 0.597796, -3.638471], [2.403173, -0.315660, 0.077197], [3.948972, 0.235127, -0.537412], [3.798636, -1.383506, 0.096412], [4.045823, -2.870295, -3.709074], [4.114447, -3.384871, -2.023759], [5.113573, -2.058935, -2.587756], [-1.054147, 2.308391, 2.932579], [-0.293823, 3.301910, 2.070790], [-1.271951, 4.063783, 1.185372], [0.463981, 4.253579, 2.988487], [0.904842, 2.242873, 0.942243], [0.186353, 1.078132, 0.189836], [1.823363, 3.396331, -0.265763], [2.376990, 2.776222, -1.378328], [3.062233, 3.489825, -2.342122], [3.222448, 4.857578, -2.211038], [2.676226, 5.496133, -1.112794], [1.980357, 4.772481, -0.160341], [2.166487, 1.422476, 2.123913], [3.470270, 1.859613, 2.302526], [4.366092, 1.121699, 3.056349], [3.969381, -0.068564, 3.639357], [2.668554, -0.512851, 3.475677], [1.780077, 0.227875, 2.720316], [-1.828637, 2.807421, 3.516234], [-0.378720, 1.807308, 3.622578], [-1.519507, 1.563989, 2.297543], [-1.937718, 4.686239, 1.786335], [-1.883335, 3.368069, 0.614683], [-0.741337, 4.704659, 0.485731], [-0.193934, 4.650287, 3.764297], [0.867934, 5.101071, 2.444714], [1.287030, 3.734887, 3.475467], [2.255138, 1.711489, -1.478640], [3.463492, 2.978743, -3.204777], [3.755622, 5.423595, -2.963022], [2.770816, 6.568311, -1.009436], [1.560873, 5.306397, 0.676479], [3.787632, 2.784654, 1.841627], [5.383935, 1.469365, 3.175703], [4.677328, -0.657719, 4.206577], [2.346667, -1.438216, 3.933188], [0.769157, -0.129206, 2.569343]],
  "forces_ev_per_a": [[-2.24, 0.75, 0.14], [0.47, -0.17, 0.02], [0.48, 0.70, -0.45], [-0.16, -0.25, -0.34], [-0.51, 0.87, 0.30], [-0.07, -0.10, 0.01], [0.04, -0.04, 0.00], [-0.04, -0.21, 0.06], [0.05, 0.04, -0.36], [0.61, -0.71, 0.87], [1.87, -0.22, -2.17], [-0.45, 0.76, -0.56], [0.19, -0.24, -0.14], [0.05, 0.13, -0.15], [-0.11, 0.10, -0.08], [0.02, -0.05, -0.09], [-0.49, 0.03, 1.20], [1.68, -1.17, 0.78], [0.34, 0.61, -0.22], [-0.11, -0.48, -0.45], [0.03, 0.12, -0.09], [0.06, -0.18, 0.07], [-0.02, -0.01, 0.01], [0.02, 0.20, 0.01], [0.05, -0.05, 0.01], [0.05, 0.00, 0.03], [0.07, -0.06, -0.01], [0.10, 0.00, 0.07], [-0.02, 0.08, 0.08], [-0.06, -0.03, -0.03], [0.04, 0.10, -0.01], [-0.02, 0.02, 0.06], [0.02, 0.01, -0.02], [0.03, 0.05, -0.09], [-0.01, -0.17, 0.06], [-0.08, 0.05, 0.02], [-0.07, -0.12, -0.02], [0.13, 0.02, 0.16], [0.08, -0.01, -0.01], [-0.04, 0.07, 0.01], [0.07, 0.10, 0.05], [-0.41, -0.68, -0.32], [-0.09, 0.23, 0.17], [0.03, 0.22, 0.09], [-0.11, -0.03, -0.04], [-0.08, -0.24, -0.34], [0.52, 1.10, 1.14], [-1.25, 0.77, 1.33], [1.15, 0.74, 0.12], [-0.03, -0.43, 0.64], [-0.31, -0.11, -0.77], [-0.79, 0.20, 0.06], [-0.09, 0.02, 0.02], [-0.09, 0.03, -0.01], [-0.13, -0.02, 0.05], [-0.14, -0.04, 0.00], [0.02, -0.03, 0.02], [0.18, -0.01, -0.07], [-0.15, 0.12, 0.04], [-0.02, -0.20, -0.08], [0.22, 0.07, 0.01], [-0.06, 0.12, 0.05], [0.19, 0.26, 0.01], [0.05, -0.24, 0.02], [0.00, -0.06, -0.18], [0.02, -0.17, 0.12], [0.09, 0.21, 0.10], [0.13, -0.01, -0.13], [0.45, -0.39, -0.56], [0.10, -0.08, 0.04], [0.09, -0.08, -0.15], [0.73, 1.46, 1.79], [-1.65, -3.26, -1.93], [-0.33, -0.45, 0.34], [0.01, -0.04, -0.04], [0.15, -0.08, -0.26], [0.02, 0.06, -0.07], [0.00, 0.22, -0.07], [0.01, 0.14, 0.18], [-0.43, 0.45, -0.67], [-0.04, 0.08, 0.09], [0.30, 0.06, 0.04], [0.16, -0.11, 0.06], [-0.08, -0.18, 0.12], [-0.06, -0.05, 0.05], [-0.16, 0.11, 0.11], [0.01, -0.16, 0.15], [-0.17, -0.22, -0.07], [-0.13, 0.09, 0.07], [-0.16, -0.07, -0.13], [-0.02, 0.18, -0.15], [-0.12, 0.03, 0.09], [0.11, 0.16, 0.03], [0.14, 0.02, 0.17], [-0.01, -0.22, -0.10], [0.08, -0.05, -0.09], [0.03, 0.01, -0.03], [0.04, 0.07, 0.04], [-0.05, 0.05, 0.07], [0.10, 0.10, -0.08], [0.05, 0.00, 0.03], [0.03, 0.00, 0.07], [-0.01, -0.11, 0.05], [-0.14, -0.11, 0.03]],
  "multiplicity": 2,
  "lumo_energy_ev": [-1.72, -1.21],
  "homo_energy_ev": [-7.021, -7.022],
  "orbital_gap_ev": [5.302, 5.817],
  "charge": 0,
  "s2": 0.8436
}

---

(2)
{
  "formula": "C41H55N3PbS2Si",
  "method": "the ωB97M-V functional and the def2-TZVPD basis",
  "species": ["Pb", "C", "C", "C", "C", "C", "C", "H", "H", "H", "H", "H", "H", "S", "C", "N", "C", "C", "N", "C", "C", "C", "C", "C", "C", "C", "C", "S", "C", "C", "C", "C", "C", "C", "C", "H", "H", "H", "H", "H", "H", "H", "H", "H", "H", "H", "H", "H", "H", "H", "H", "H", "H", "C", "Si", "C", "C", "C", "C", "C", "C", "C", "C", "H", "H", "H", "H", "H", "H", "H", "H", "H", "H", "H", "H", "H", "H", "H", "H", "H", "H", "H", "H", "H", "C", "C", "C", "C", "C", "C", "C", "C", "N", "H", "H", "H", "H", "H", "H", "H", "H", "H", "H"],
  "coordinates": [[0.000000, 0.000000, 0.000000], [-1.184400, 2.523500, 0.273500], [-0.635600, 2.536700, -0.992800], [-1.108100, 1.667700, -1.954800], [-2.124100, 0.783900, -1.646300], [-2.665800, 0.765400, -0.376800], [-2.192700, 1.633600, 0.584800], [-0.832300, 3.220800, 1.015700], [0.151900, 3.234400, -1.235200], [-0.686800, 1.684200, -2.946800], [-2.505400, 0.118600, -2.403100], [-3.460200, 0.077300, -0.138800], [-2.617900, 1.626100, 1.575000], [-1.399400, -1.365300, 1.423500], [-2.336200, -1.817100, 0.095400], [-3.742200, -1.884400, 0.130400], [-4.470300, -2.008700, -1.122000], [-3.826000, -3.057600, -2.001600], [-2.453700, -2.683300, -2.309800], [-1.971000, -3.012600, -3.662700], [-1.649000, -4.475300, -3.863700], [-0.325900, -4.932300, -3.775700], [-0.019500, -6.278400, -3.982500], [-1.032400, -7.186500, -4.278900], [-2.351500, -6.748800, -4.370000], [-2.658400, -5.401700, -4.165900], [-1.635300, -2.187500, -1.270600], [0.024200, -1.958600, -1.430400], [-4.557500, -1.783700, 1.351900], [-5.240300, -3.096000, 1.675600], [-4.485400, -4.257400, 1.901200], [-5.115100, -5.470100, 2.185400], [-6.504700, -5.534600, 2.256000], [-7.265800, -4.386000, 2.046800], [-6.638100, -3.172000, 1.760400], [-4.452400, -1.025200, -1.607300], [-5.515400, -2.273500, -0.935800], [-4.403600, -3.144000, -2.927600], [-3.804800, -4.034400, -1.505100], [-1.099400, -2.402000, -3.919900], [-2.743400, -2.705700, -4.380100], [0.484000, -4.240400, -3.554500], [1.011900, -6.614600, -3.914000], [-0.792200, -8.233700, -4.441400], [-3.141700, -7.457000, -4.605200], [-3.693000, -5.081600, -4.256100], [-5.294900, -0.989200, 1.182200], [-3.974700, -1.482400, 2.225200], [-3.398700, -4.223600, 1.854600], [-4.518800, -6.363300, 2.354600], [-6.993800, -6.479000, 2.479900], [-8.349900, -4.436000, 2.109700], [-7.250100, -2.286800, 1.602700], [1.455100, -0.010300, -3.242600], [2.108800, 0.000000, -1.495600], [3.070500, -1.681900, -1.120100], [3.491400, -1.780900, 0.361700], [4.322000, -1.836700, -2.008700], [2.124400, -2.877100, -1.414200], [3.071000, 1.687300, -1.144000], [3.556800, 1.775500, 0.318000], [2.101300, 2.875200, -1.385500], [4.280800, 1.863800, -2.085400], [2.273500, -0.027700, -3.968200], [0.847000, 0.877200, -3.440100], [0.825700, -0.886800, -3.421600], [4.276200, -1.061900, 0.610600], [3.896000, -2.774800, 0.587800], [2.646100, -1.607700, 1.037400], [5.079400, -1.082500, -1.776000], [4.078400, -1.751800, -3.073700], [4.790700, -2.816300, -1.856200], [1.210900, -2.825900, -0.809800], [2.614600, -3.831500, -1.187800], [1.826800, -2.909700, -2.468500], [2.746500, 1.578300, 1.029200], [3.953700, 2.773600, 0.539200], [4.365400, 1.067700, 0.519000], [1.215900, 2.810100, -0.741800], [1.756800, 2.913100, -2.425300], [2.591800, 3.832700, -1.173200], [5.050600, 1.108500, -1.903500], [4.752600, 2.842300, -1.935300], [3.989500, 1.798400, -3.139700], [1.445000, -1.441700, 2.349100], [2.171000, -0.261100, 2.932700], [2.986600, -0.438600, 4.059400], [3.669200, 0.641100, 4.617600], [3.546300, 1.912000, 4.058200], [2.738000, 2.120100, 2.931600], [2.621800, 3.500700, 2.346700], [2.052000, 1.025100, 2.373700], [1.222100, 1.222100, 1.222100], [1.653900, -2.358700, 2.910500], [1.761300, -1.610300, 1.314600], [0.363100, -1.276800, 2.379300], [3.096000, -1.422200, 4.511000], [4.298800, 0.491600, 5.491300], [4.087300, 2.741300, 4.509000], [3.221600, 4.225700, 2.907300], [1.581700, 3.841100, 2.376800], [2.979900, 3.507700, 1.312100], [1.045800, -1.045800, 1.045800]],
  "forces_ev_per_a": [[2.41, 2.78, -0.35], [-0.36, 1.01, 0.11], [-1.56, 1.37, -0.51], [-0.85, 0.71, -0.74], [-0.76, 0.67, -0.92], [-1.21, 0.55, -0.38], [-0.59, 0.65, 0.16], [0.17, -0.03, 0.14], [-1.88, 0.16, -0.26], [-0.09, 0.02, -0.05], [0.03, -0.22, -0.10], [-0.04, 0.34, -0.01], [0.00, -0.09, 0.18], [-2.26, -1.70, 2.24], [1.84, -2.50, -5.83], [-1.60, -0.46, 1.03], [0.55, 0.35, 1.01], [0.96, -0.04, -0.21], [-0.21, 0.28, -1.05], [-0.16, 0.58, 0.79], [0.14, -0.38, -0.17], [-0.08, -0.25, -0.10], [-0.26, 0.20, 0.01], [-0.03, 0.04, 0.02], [0.13, 0.21, 0.08], [0.40, -0.20, 0.00], [-3.95, 0.84, 4.68], [-6.53, -1.82, -2.96], [0.49, -0.36, -0.89], [-0.44, -0.01, 0.15], [-0.19, -0.19, 0.00], [0.02, 0.42, -0.08], [-0.14, 0.09, 0.00], [0.23, -0.05, 0.02], [0.24, -0.45, 0.04], [-0.12, -0.05, -0.50], [0.08, -0.04, 0.16], [0.12, -0.04, -0.09], [-0.45, -0.06, 0.18], [0.01, -0.11, 0.39], [-0.16, -0.15, 0.06], [-0.29, 0.02, 0.05], [-0.13, 0.06, 0.00], [-0.04, 0.09, 0.02], [0.06, 0.08, 0.03], [0.12, 0.09, 0.04], [-0.26, -0.09, 0.18], [0.40, 0.04, -0.36], [-0.14, 0.19, -0.09], [-0.06, 0.13, -0.02], [0.03, 0.10, -0.04], [0.10, 0.01, -0.02], [0.18, -0.01, -0.03], [0.59, 0.03, -1.22], [0.55, 0.85, 0.97], [0.36, -0.30, -0.38], [0.64, 0.33, -0.91], [-0.04, 0.16, 0.02], [3.64, -0.83, -0.01], [0.54, 0.07, -0.15], [1.64, -0.17, -1.42], [0.87, -0.67, 0.28], [-0.14, -0.12, -0.03], [0.08, 0.09, -0.32], [0.33, -0.15, 0.02], [0.21, 0.27, -0.01], [-0.11, 0.07, 0.00], [-0.05, -0.17, -0.08], [4.47, -0.28, -1.75], [-0.05, 0.03, -0.02], [-0.02, 0.00, 0.03], [-0.01, -0.13, 0.04], [2.29, -1.54, 0.72], [0.54, -0.15, 0.03], [0.27, -0.06, 0.24], [1.36, 0.50, -2.39], [0.66, -0.39, -0.80], [0.19, -0.16, -0.15], [2.45, -0.42, 0.22], [-0.04, -0.03, -0.07], [0.27, 0.04, 0.01], [-0.05, 0.00, 0.01], [0.01, 0.12, 0.05], [0.00, 0.00, -0.05], [-0.50, 0.27, 4.80], [1.07, -0.90, 1.22], [-0.20, 0.27, -0.55], [0.23, -0.04, 0.36], [-0.48, -0.31, -0.60], [1.20, 0.61, 1.63], [-0.38, 0.32, 0.29], [-4.65, -0.39, -1.98], [1.40, 0.67, 5.07], [0.16, -0.29, 0.28], [-1.75, -1.44, 1.60], [0.58, -0.49, 0.87], [-0.07, 0.01, -0.09], [-0.04, 0.00, -0.04], [-0.06, 0.04, -0.10], [0.04, -0.11, 0.15], [-0.05, -0.01, -0.16], [-0.85, 0.60, 0.81], [-0.99, 1.43, -2.45]],
  "lumo_energy_ev": [4.10, 4.11],
  "homo_energy_ev": [0.716, 1.243],
  "orbital_gap_ev": [3.388, 2.872],
  "charge": -2
}

---

no.,total energy (hartree),M (g/mol)
1,-2617.6685,790.159
2,-3037.6008,889.332